ORCA calculation (ωB97M-V with the def2-TZVPD basis set) on C4H6N2O2 as an isolated structure in a non-equilibrium geometry.

Results
- orbital gap (Eh) = 0.32407
- energy relative to the best compared isomer or geometry (same formula, charge and spin) (kJ/mol) = 422.68
- F_max (hartree/bohr) = 0.150
- HOMO level (eV) = -8.247

Structure (ORCA input):
```
! RIJCOSX wB97M-V def2-TZVPD def2/J DEFGRID3
* xyz 0 1
N -0.2525 -0.2961 0.5662
C 0.9641 0.0562 1.9770
C -0.0332 0.6179 -0.3031
N 2.2600 0.2829 1.7003
C -1.6448 -0.0833 -1.2923
C -1.4962 -0.7225 -2.4378
O 0.4820 0.0017 3.0838
O 0.7669 1.2604 -0.8858
H -1.0774 -0.2959 1.1465
H 2.5342 0.5454 0.7657
H 2.9413 0.3279 2.4502
H -2.5824 0.2707 -0.8776
H -2.3370 -0.8959 -3.1105
H -0.5250 -1.0693 -2.7825
*
```


ORCA calculation (ωB97M-V with the def2-TZVPD basis set) on a 2-piece molecular cluster, C4H6N2O2 overall in a non-equilibrium geometry.

Results
- orbital gap (Eh) = 0.35934
- energy relative to the best compared isomer or geometry (same formula, charge and spin) (kJ/mol) = 512.53
- F_max (hartree/bohr) = 0.148
- HOMO level (eV) = -9.977

Structure (ORCA input):
```
! RIJCOSX wB97M-V def2-TZVPD def2/J DEFGRID3
* xyz 0 1
C -1.3136 0.8634 0.1101
C 0.4527 -1.0197 -0.2762
C 1.9455 -0.2240 0.0166
C 1.0616 1.0478 0.0067
H -3.1056 0.0246 -0.3621
H -1.8130 -0.7756 1.0937
H 0.2346 -1.9661 0.3546
H -0.1692 -1.2262 -1.2282
H 2.1513 -0.5344 1.2267
H 2.9511 -0.4640 -0.7535
N -2.1963 -0.3002 -0.2134
N -0.0811 0.3854 0.2739
O -1.6216 1.9961 -0.0614
O 1.5037 2.1927 -0.1876
*
```


ORCA calculation (ωB97M-V with the def2-TZVPD basis set) on one molecule with the formula C4H6N2O2 in a non-equilibrium geometry.

Results
- SMILES string = [H]/N=C(N)\C=C/C(=O)O
- orbital gap (Eh) = 0.36628
- energy relative to the best compared isomer or geometry (same formula, charge and spin) (kJ/mol) = 202.06
- F_max (hartree/bohr) = 0.100
- HOMO level (eV) = -10.184

Structure (ORCA input):
```
! RIJCOSX wB97M-V def2-TZVPD def2/J DEFGRID3
* xyz 0 1
C -0.3817 -1.1159 -1.0727
C 0.8240 -1.1284 -0.1959
C 1.1458 -0.1700 0.6649
C 0.3898 1.1179 1.2072
H -2.3679 -0.8088 -1.2435
H -1.6966 -1.2117 0.2056
H 0.4990 -1.3972 -2.8737
H 1.5468 -1.8592 -0.3839
H 1.9289 -0.3005 1.3046
H -1.1856 0.8111 0.0301
N -1.5985 -0.6248 -0.5481
N -0.4432 -1.2487 -2.3901
O -0.5464 1.5797 0.3704
O 1.0088 1.6277 2.1180
*
```